DFT (wB97M-V/def2-TZVPD) results for a cluster of 13 separate species, C35H88F8N2O41S15 in total in a non-equilibrium geometry.

Geometry as ORCA input:
```
! RIJCOSX wB97M-V def2-TZVPD def2/J DEFGRID3
* xyz -2 1
H -9.616 10.690 -9.853
H -13.037 11.594 -6.232
H -7.106 17.684 -4.535
C -16.327 18.837 -15.872
S -10.679 6.816 -11.214
H -20.027 19.947 -15.949
C -13.511 16.160 -6.098
C -10.832 20.012 -13.617
O -20.362 11.204 -14.553
O -21.913 18.183 -12.927
H -17.151 18.385 -17.847
H -19.908 20.384 -11.812
H -12.710 14.221 -16.981
F -21.412 11.851 -16.504
H -10.353 11.679 -3.830
O -13.030 16.699 -9.386
H -11.065 21.049 -13.859
C -8.022 17.445 -6.537
F -18.869 15.204 -14.470
H -17.212 19.321 -10.954
C -20.242 14.401 -10.703
O -19.680 21.982 -13.897
O -14.076 17.705 -13.080
H -15.128 12.913 -10.479
O -19.966 18.234 -18.338
H -15.257 20.542 -12.611
H -11.208 14.642 -16.316
S -8.928 12.598 -5.518
C -21.380 14.678 -11.706
O -9.145 20.379 -11.135
H -5.893 17.335 -5.723
H -14.177 21.395 -9.407
O -9.440 19.653 -13.614
H -13.556 20.230 -13.143
C -10.678 9.455 -11.266
H -11.663 9.433 -10.801
H -20.977 14.387 -12.676
H -16.730 13.089 -11.417
H -7.128 16.149 -5.114
S -13.853 22.423 -12.086
S -17.093 12.563 -9.000
O -9.979 8.293 -10.766
F -10.875 14.965 -9.361
H -12.800 19.479 -8.286
C -12.275 14.699 -16.103
H -10.524 11.599 -11.140
O -17.470 14.157 -8.886
H -14.192 20.045 -10.444
H -9.169 7.023 -13.035
O -12.138 17.049 -4.028
C -18.264 19.455 -10.703
O -17.134 22.224 -14.095
H -9.863 5.330 -12.799
S -19.914 17.711 -16.979
H -19.331 14.844 -11.104
H -11.482 18.063 -14.237
H -11.211 19.866 -12.605
C -20.443 18.964 -15.727
S -8.460 20.410 -12.432
O -16.081 12.156 -7.996
S -7.643 17.244 -9.172
O -7.774 16.179 -10.143
H -24.626 17.391 -12.964
C -8.498 22.162 -13.081
S -12.461 11.579 -14.340
O -15.009 22.881 -11.358
C -11.799 14.578 -10.237
H -19.971 13.346 -10.752
O -22.310 16.033 -14.168
C -11.468 19.093 -14.593
O -18.331 17.691 -16.477
C -16.259 16.033 -12.864
H -16.056 11.553 -10.906
H -9.439 22.605 -13.406
C -10.403 16.028 -2.816
H -14.529 21.260 -14.144
H -12.701 11.380 -11.879
H -18.553 18.514 -10.235
O -15.367 17.824 -11.000
F -12.521 13.685 -9.645
C -16.161 12.601 -10.626
H -9.708 15.239 -2.529
O -11.919 16.854 -11.620
C -13.511 20.772 -10.003
H -21.530 18.999 -15.662
O -10.451 12.910 -6.157
H -12.461 15.773 -16.113
O -18.293 11.731 -9.290
H -18.006 23.769 -11.859
H -10.649 11.052 -7.049
S -18.819 13.615 -14.710
O -18.124 20.338 -12.808
H -9.942 17.391 -8.464
H -10.779 12.309 -8.187
C -12.440 20.111 -9.097
O -19.187 11.523 -16.720
H -16.072 17.247 -8.821
H -7.809 22.164 -13.925
O -17.578 13.654 -15.479
S -20.058 12.064 -15.690
C -6.940 17.160 -5.476
O -18.774 13.186 -13.313
F -17.051 17.065 -13.320
H -15.816 17.874 -15.885
F -11.180 14.001 -11.319
O -6.640 18.273 -9.337
H -18.369 20.321 -10.048
H -17.654 22.126 -11.043
H -16.684 19.058 -14.866
H -17.688 16.755 -8.233
O -11.323 10.646 -14.265
H -24.059 17.026 -11.300
O -13.472 11.465 -15.454
O -12.840 21.536 -10.989
N -20.274 13.532 -15.544
H -13.072 13.101 -7.012
S -18.346 21.885 -13.295
O -10.745 5.887 -10.103
H -9.772 17.962 -10.069
H -14.041 10.762 -12.750
H -13.808 12.574 -12.544
O -20.505 16.422 -16.633
H -10.961 16.111 -1.883
C -13.348 11.603 -12.727
H -13.767 13.851 -14.687
O -7.588 16.614 -7.623
H -8.703 11.769 -3.276
H -12.715 14.939 -14.002
H -15.606 14.920 -9.306
C -17.501 18.766 -16.887
S -12.787 16.081 -10.738
F -15.774 15.254 -13.921
H -17.165 16.574 -9.920
H -11.734 20.877 -8.776
H -17.892 19.768 -17.067
C -24.105 16.674 -12.330
N -14.024 15.548 -11.371
H -12.782 15.361 -6.236
H -20.103 18.549 -14.778
S -14.783 16.967 -12.029
C -19.073 19.706 -11.988
H -8.978 10.858 -11.465
O -11.944 7.012 -11.983
O -8.109 11.928 -6.504
H -15.587 19.581 -16.164
C -11.065 12.052 -7.167
H -9.000 17.090 -6.211
H -9.235 19.083 -8.766
H -8.079 22.775 -12.283
O -11.852 13.097 -14.291
C -9.320 11.514 -4.138
F -16.862 15.333 -11.942
H -24.404 15.627 -12.389
H -19.293 22.706 -11.240
H -9.813 16.927 -2.989
C -11.436 15.792 -3.843
O -11.342 17.677 -6.357
H -14.262 15.934 -5.341
H -13.157 11.729 -7.965
H -19.489 18.765 -12.346
C -9.322 18.043 -9.080
H -10.810 9.436 -12.348
H -9.157 10.487 -4.464
H -8.463 5.888 -11.802
H -22.325 14.188 -11.469
H -12.464 19.509 -14.737
O -12.980 23.245 -12.917
H -10.952 15.482 -4.768
O -8.489 13.868 -4.965
H -16.080 15.006 -7.543
O -13.426 18.680 -5.238
O -7.082 19.825 -12.569
C -16.852 16.488 -8.880
O -21.585 16.046 -11.644
H -14.006 16.528 -6.997
C -16.402 15.090 -8.581
S -22.404 16.821 -12.904
C -18.297 22.733 -11.681
H -11.856 19.402 -9.685
H -20.492 14.593 -9.659
H -10.974 19.106 -15.565
H -12.322 15.187 -3.650
C -12.622 12.112 -7.096
C -9.351 6.186 -12.360
C -9.904 10.734 -10.904
H -8.126 18.512 -6.734
C -14.377 20.946 -13.112
C -12.716 14.136 -14.740
S -12.512 17.586 -5.498
*
```

Results
E_tot = -308908.608 eV
Kohn-Sham gap = 0.29169 Ha
Max |F| = 0.2250 Eh/bohr
LUMO level = 2.51 eV
HOMO energy = -0.199 hartree

Löwdin population analysis, charges in e, atoms 1 to 6: 0.07 0.07 0.06 -0.05 0.70 0.06

=====

DFT (wB97M-V/def2-TZVPD) results for a structure of composition C35H88InN8O8S2 in a non-equilibrium geometry.

Geometry as ORCA input:
```
! RIJCOSX wB97M-V def2-TZVPD def2/J DEFGRID3
* xyz -1 1
H -4.516 -4.051 10.604
H 9.105 3.609 -0.722
H -4.029 -0.646 -4.091
C -6.608 0.300 1.165
C 2.684 0.669 0.685
C 1.791 1.246 -0.422
H -3.942 -0.134 1.373
C -4.855 -0.632 -6.112
H -3.886 -5.134 6.173
O -3.816 -6.254 8.470
H -1.296 4.401 -7.518
H -7.238 -0.498 -3.974
N -4.495 -0.833 1.861
H 9.050 2.577 -6.904
H 9.881 2.351 -4.703
H 0.168 -0.840 -2.325
H -6.675 -1.750 -5.686
H -2.736 -7.121 11.259
H -4.172 -8.152 11.327
C -4.599 -6.081 10.821
H 7.507 -0.242 -2.356
H -6.542 -2.228 2.726
C -7.787 -1.575 0.254
H -2.573 -2.454 2.172
C -5.753 -0.238 2.320
O -5.573 0.729 -4.164
H -5.500 0.624 2.946
H -5.930 -1.391 4.137
H -3.762 0.835 -5.010
N 3.898 1.832 -6.386
N -0.143 2.376 -5.970
H -0.142 -3.040 5.505
N 5.222 1.920 -6.765
H -2.441 -7.323 7.430
C -6.425 -0.078 -3.374
H 7.921 1.552 -0.067
H 0.910 -1.490 -0.859
H 5.841 6.281 -0.711
C -1.506 -2.515 3.894
H -5.566 -6.005 11.326
H -1.841 5.361 -6.139
H -8.637 -1.173 0.813
C -2.911 -7.340 8.413
C 5.589 3.159 -6.464
O -6.772 -0.603 0.088
H -0.540 -4.391 4.435
S 7.151 3.936 -6.651
H -5.670 -5.717 9.001
H -3.263 2.985 -4.522
O -3.507 -3.568 4.932
H 0.825 1.589 -0.023
H -2.563 -4.090 6.713
C 9.337 -0.042 0.365
H -0.280 -0.170 -0.741
H 2.566 -0.517 2.481
C -5.629 -1.934 -5.937
H 0.395 3.779 -3.662
S 5.303 2.562 -3.113
O 8.537 6.271 1.280
H 7.383 6.474 -1.525
C 8.113 0.527 -0.415
H -6.391 0.622 -6.512
H 9.197 3.980 -4.713
H -5.323 -7.427 9.261
H 7.651 7.888 0.328
H -3.586 4.690 -4.931
H 3.651 -0.576 -0.573
H 7.297 4.244 0.521
C 8.285 2.609 -6.107
H -2.320 -5.222 5.355
H 2.585 3.283 -5.509
H -1.149 -1.494 3.730
H -5.617 -2.504 -6.866
H -2.125 -7.252 9.166
O -2.759 3.541 -6.460
C 8.320 4.019 -1.377
H -2.366 -3.938 2.751
C -3.033 -4.547 5.838
C -4.498 0.058 -4.790
H 2.301 2.117 -0.843
H -6.863 0.555 -2.603
H -4.593 3.392 -5.608
H -7.587 0.640 1.530
C 7.128 4.540 -0.525
H 0.560 -3.139 3.887
C 6.919 6.073 -0.610
H 9.246 0.086 -2.244
O 4.567 3.896 -5.954
H -3.905 -0.877 -6.597
H -6.102 1.169 0.736
N 3.915 0.084 0.154
O 1.571 0.374 -1.515
C -0.565 3.940 -4.153
H 9.066 -0.930 0.956
H -7.414 -2.470 0.758
H -0.918 4.940 -3.891
C 8.254 0.468 -1.969
N -3.924 -4.789 10.973
H -4.722 -1.521 1.146
C -3.789 -7.153 11.542
C 3.554 3.005 -5.909
H -8.127 -1.864 -0.741
H 6.610 6.901 1.376
C -0.344 -3.319 4.469
C -0.414 3.784 -5.664
C 0.545 -0.577 -1.336
C 8.932 2.909 -4.744
H -3.428 -8.296 8.539
H 2.970 1.514 1.320
C -1.594 4.342 -6.468
C -6.475 -1.250 3.204
H 9.729 0.702 1.071
H -3.377 -1.631 4.432
H -2.398 -2.076 5.837
H -7.486 -0.915 3.446
N -5.594 0.248 -7.021
H -5.024 1.060 -7.242
C -2.713 -2.399 4.835
H -3.106 -4.789 10.370
C -4.907 -6.415 9.355
H -1.261 3.209 -3.740
H 4.885 1.377 -3.589
H 9.223 6.145 0.616
H 0.987 -0.013 1.863
H 8.793 4.848 -1.934
H 1.884 -1.319 1.076
H 7.753 1.654 -6.155
C 1.984 -0.354 1.574
H 6.189 4.058 -0.825
H 0.465 4.363 -5.966
H 4.432 0.806 -0.343
H -1.013 1.863 -5.859
C -3.579 3.666 -5.315
N -1.874 -3.063 2.587
C 7.414 6.854 0.628
H -5.878 -0.888 -2.883
H 7.230 -0.058 -0.120
H 0.087 2.281 -6.955
In 7.789 2.445 -2.878
H -3.836 -6.995 12.620
H -5.192 -2.554 -5.152
H 10.145 -0.322 -0.323
*
```

Results
E_tot = -92863.552 eV
Kohn-Sham gap = 0.22767 Ha
Max |F| = 0.0419 Eh/bohr
LUMO level = 1.61 eV
HOMO energy = -0.169 hartree

Löwdin population analysis, charges in e, atoms 1 to 6: 0.07 0.03 0.12 -0.20 -0.43 -0.21

=====

DFT (wB97M-V/def2-TZVPD) results for a cluster of 9 separate species, C35H90N2O13Si in total in a non-equilibrium geometry.

Geometry as ORCA input:
```
! RIJCOSX wB97M-V def2-TZVPD def2/J DEFGRID3
* xyz 0 1
C 6.222 -0.220 2.603
C -1.214 -7.711 -1.904
H -2.116 -6.283 -0.551
H -5.133 2.563 2.410
O -1.649 2.741 -1.275
C 7.546 0.525 2.526
O 0.473 2.428 -1.721
O 3.767 4.359 0.117
O -6.876 0.352 0.572
H -2.842 -8.749 -0.928
O -2.326 7.031 2.065
C 1.864 9.022 -0.216
H 0.252 -1.323 1.979
H -0.014 9.939 -0.772
H 6.927 -1.818 3.880
C -0.691 -2.580 0.550
H -9.163 4.046 -3.048
H 6.726 2.700 0.057
H -7.036 2.574 -3.088
H 1.187 10.131 1.513
H 0.775 9.072 -2.082
H 6.791 -1.691 1.454
H 5.357 1.528 0.012
N -2.324 -1.543 -1.000
H 5.182 -1.597 3.903
H 2.302 -11.320 1.381
H -1.644 -0.459 -2.737
H -0.732 -7.705 -2.882
C 6.134 -1.064 3.865
C 1.912 -11.822 0.495
H -0.226 -1.189 -0.987
H 4.001 -4.072 0.703
H 6.296 1.899 -1.410
C 2.288 -12.265 -1.949
C 3.893 3.170 -2.643
C -2.850 0.816 -1.516
H 2.245 -7.184 1.016
H -5.613 3.106 -2.174
H -2.024 -9.699 -2.160
C -3.373 5.389 3.490
H -3.514 4.322 3.674
H -6.874 5.083 -2.995
H 1.347 -1.933 0.762
C 2.821 -11.578 -0.701
C -8.769 4.526 -2.151
H 2.493 2.679 -0.087
H 2.812 8.767 -0.693
O 2.945 -10.177 -0.934
H 1.736 -5.640 1.723
C 0.958 9.717 -1.221
H -5.260 2.461 0.644
H -7.031 2.527 -1.314
C -3.150 5.017 1.016
C 2.855 -5.437 -0.112
H -9.145 5.549 -2.108
C -1.057 -1.378 -0.296
H -1.130 -0.520 0.367
C 2.123 9.903 0.996
C 0.513 -2.206 1.399
H -2.532 5.195 0.137
H -7.094 4.688 -0.204
C -1.674 -6.307 -1.551
H -6.000 -0.396 2.994
H -4.356 5.854 3.370
H -4.123 5.478 0.820
C -6.704 3.097 -2.189
C 1.404 4.547 -0.396
H 1.399 10.652 -1.572
H -1.506 -2.820 1.225
Si 4.777 3.749 -1.077
C -2.516 5.626 2.255
H 1.818 -12.888 0.711
H 2.828 3.358 -2.680
H 3.416 -6.146 1.852
C -5.315 1.888 1.572
O 6.068 -1.053 1.453
C -0.275 3.010 -1.073
H 5.398 0.494 2.583
O -6.770 5.178 -0.969
H 4.046 2.100 -2.755
H -3.348 -0.851 -2.649
H 0.525 -3.572 -0.570
O 1.273 7.791 0.197
H 7.677 1.188 3.382
H 1.401 5.533 0.069
H 0.430 7.995 0.623
C -7.248 4.516 -2.142
H -6.623 1.019 3.862
C 2.510 3.718 0.250
H -2.910 5.836 4.370
N 0.098 3.942 -0.100
H 1.571 4.703 -1.452
O -0.388 -3.691 -0.270
C 5.937 5.167 -1.539
H 3.823 -11.946 -0.480
C 2.542 -6.150 1.194
H 1.301 -11.873 -2.211
H -9.162 4.001 -1.275
H -2.412 -5.937 -2.265
H -3.717 0.760 -0.865
H -4.507 1.150 1.538
H 2.598 10.843 0.709
H 0.105 3.523 0.823
H 6.224 -0.449 4.761
O -0.224 -8.134 -0.962
C -2.494 -0.548 -2.049
H 2.065 -9.832 -1.131
H 4.398 3.625 -3.488
C -6.761 0.390 2.981
H -3.133 -8.404 -2.642
O 3.210 -4.074 0.151
H 1.960 -5.411 -0.736
H 8.384 -0.177 2.498
H -7.732 -0.101 3.052
H 7.596 1.120 1.614
H -6.181 -0.317 0.573
C 5.875 2.331 -0.503
H 4.196 -5.604 -1.796
C 3.980 -6.128 -0.864
H 2.769 9.390 1.710
H -3.281 3.940 1.132
H 2.274 3.706 1.317
C -6.666 1.203 1.700
H -1.525 5.196 2.410
H -0.634 -8.144 -0.088
H 0.914 -11.417 0.307
H -3.096 1.430 -2.375
H -7.459 1.953 1.684
H 3.723 -7.163 -1.097
H 4.899 -6.124 -0.270
H 2.206 -13.343 -1.804
C -2.374 -8.695 -1.915
H 0.777 -2.998 2.085
H -3.194 7.428 1.926
H 6.604 4.906 -2.351
H 2.945 -12.076 -2.799
O -1.745 1.395 -0.850
H 6.512 5.391 -0.642
H 5.340 6.050 -1.746
H -0.828 -5.625 -1.539
H -2.256 -2.438 -1.479
*
```

Results
E_tot = -75228.252 eV
Kohn-Sham gap = 0.35765 Ha
Structure (SMILES) = C[C@H](O)CNCCOOC(=O)NCCO[Si](C)(C)C.CC(C)O.CC(C)O.CC(C)O.CC(C)O.CC(C)O.CC(C)O.CC(C)O.CC(C)O
Max |F| = 0.0989 Eh/bohr
LUMO level = 0.56 eV
HOMO energy = -0.337 hartree

Löwdin population analysis, charges in e, atoms 1 to 6: -0.50 -0.49 0.09 0.07 0.00 -0.06

=====

Q: Which value of HOMO energy does entry 3 give?
A: -0.337 hartree